Entry 1:
{
  "formula": "C6H14N3",
  "method": "ωB97M-V with the def2-TZVPD basis set",
  "orbital_gap_ev": 10.2,
  "smiles": "C=C(C)C[NH+]1[C@@H](N)[C@@H]1N",
  "e_homo_ev": -12.97,
  "lumo_energy_ev": -2.7985,
  "total_charge": 1,
  "elements": ["N", "N", "N", "C", "C", "C", "C", "C", "C", "H", "H", "H", "H", "H", "H", "H", "H", "H", "H", "H", "H", "H", "H"],
  "coordinates": [[-0.066659, -2.117836, 0.029718], [-0.639341, 0.224534, -0.546422], [-2.935930, -0.377466, -1.565925], [1.895075, 1.229333, -0.631414], [-2.001153, -0.765170, -0.675538], [2.250699, 0.675396, 1.804321], [1.388284, 0.893475, 0.572586], [-0.638985, -1.219722, -0.895493], [-0.110194, 0.791042, 0.692508], [-0.524069, 0.873824, -1.252895], [1.798616, 1.432299, 2.493204], [-0.168125, -1.551559, -1.864561], [-0.461061, 1.816903, 0.830160], [3.017831, 1.448458, -0.571111], [-2.213686, -0.922015, 0.360918], [-0.334494, -1.785125, 0.998153], [-2.628855, -0.550603, -2.483335], [1.535760, 1.474570, -1.589392], [2.155778, -0.312574, 2.380626], [-0.481362, 0.435055, 1.688528], [3.264501, 0.958211, 1.661513], [-0.575757, -2.985633, 0.005209], [-3.526874, 0.334602, -1.441358]],
  "forces_ev_per_a": [[-0.310, 1.007, 3.050], [-0.816, -1.934, 2.599], [3.001, -3.907, -0.356], [3.525, 0.316, 2.748], [-0.252, 1.780, 0.454], [-2.325, 0.275, 1.280], [0.674, -0.702, -1.403], [1.400, -1.089, -1.980], [0.408, 0.542, 1.681], [0.117, 1.054, -2.169], [0.636, -0.472, 0.084], [-1.121, 1.227, 0.387], [-0.315, 0.140, -0.762], [-1.563, -0.620, -0.399], [-0.887, 0.084, 0.427], [0.775, -0.438, -1.080], [-0.195, 0.024, -1.461], [-1.193, 0.109, -0.756], [0.049, 1.191, -1.326], [0.271, -0.964, -1.178], [0.828, -0.016, -0.257], [0.046, -0.666, -0.523], [-2.753, 3.060, 0.939]],
  "nbo_charge": [-0.7812, -0.4201, -0.7508, -0.4261, 0.1726, -0.6399, 0.0109, 0.0832, -0.3035, 0.4260, 0.2196, 0.2561, 0.2502, 0.2238, 0.2120, 0.3540, 0.3934, 0.2037, 0.2387, 0.2392, 0.2418, 0.3905, 0.4060]
}

=====

Entry 2:
{
  "formula": "C6H14N3",
  "method": "ωB97M-V with the def2-TZVPD basis set",
  "orbital_gap_ev": [6.1, 6.6],
  "spin_multiplicity": 3,
  "e_homo_ev": [-8.62, -14.67],
  "lumo_energy_ev": [-2.4754, -8.1085],
  "total_charge": 1,
  "elements": ["N", "N", "N", "C", "C", "C", "C", "C", "C", "H", "H", "H", "H", "H", "H", "H", "H", "H", "H", "H", "H", "H", "H"],
  "coordinates": [[-0.891698, -0.647862, 0.526388], [1.151172, 0.441349, -0.383006], [-0.181416, 0.079461, -0.340011], [0.589575, 2.625406, 0.489250], [-1.209396, -1.995080, 0.390008], [-0.085076, -2.881661, 0.884832], [-1.618354, 0.543366, 0.013013], [0.560919, -0.129721, -1.537310], [1.613512, 1.833607, -0.359220], [0.886510, 3.704199, 0.740788], [-2.057084, -2.097171, 1.028530], [-2.318835, 0.488363, -0.812483], [0.571810, 0.434291, -2.471226], [-0.270507, 2.804345, -0.125612], [0.877763, -1.214790, -1.572535], [-1.625109, 1.299687, 0.764198], [0.075063, -2.897584, 1.925118], [2.570180, 1.905344, 0.195648], [0.879557, -2.490958, 0.438161], [-0.244805, -3.978674, 0.802348], [1.775455, 2.362625, -1.325175], [-1.346270, -2.207106, -0.576699], [0.297034, 2.018565, 1.304995]],
  "forces_ev_per_a": [[0.061, 0.984, -0.487], [3.952, 0.174, -0.533], [3.274, 0.951, -1.357], [0.778, 2.129, -1.267], [1.234, -0.994, 4.013], [1.632, -0.558, -0.722], [-6.877, 1.767, 1.866], [2.490, -3.378, -0.055], [-0.177, 1.848, 1.448], [0.169, -1.886, 0.073], [-1.120, -0.364, -0.090], [-0.093, -0.294, 0.455], [-1.072, 0.146, 0.206], [-0.695, -0.148, -0.330], [-0.418, 1.142, -0.744], [-0.285, 0.477, -0.195], [-0.022, 1.000, 1.564], [-0.362, -0.677, -0.426], [-0.858, -1.083, 0.296], [0.003, 0.770, -1.173], [-0.302, -1.089, 0.201], [-1.214, -0.852, -3.999], [-0.098, -0.065, 1.256]],
  "nbo_charge": [0.0475, -0.0902, -0.0884, -0.6151, -0.2772, -0.6255, -0.3251, -0.0398, -0.2687, 0.2574, 0.2527, 0.2324, 0.2429, 0.2135, 0.2188, 0.2359, 0.2407, 0.2539, 0.2054, 0.2616, 0.2301, 0.2322, 0.2050]
}

=====

Entry 3:
{
  "formula": "C6H14N3O2",
  "method": "ωB97M-V with the def2-TZVPD basis set",
  "orbital_gap_ev": [9.3, 9.3],
  "smiles": "CC1(C)CCCN1/[N+](O)=N/O",
  "e_homo_ev": [-13.48, -13.48],
  "lumo_energy_ev": [-4.1550, -4.1546],
  "total_charge": 1,
  "elements": ["O", "O", "N", "N", "N", "C", "C", "C", "C", "C", "C", "H", "H", "H", "H", "H", "H", "H", "H", "H", "H", "H", "H", "H", "H"],
  "coordinates": [[2.229877, -1.405655, 0.183448], [4.063879, 0.252274, 0.005876], [1.947995, -0.066042, -0.054095], [2.856924, 0.788716, -0.107872], [0.692793, 0.372522, -0.126856], [-0.545407, -1.315328, 1.253747], [-1.617504, 0.601440, -0.246815], [-0.499761, -0.430868, -0.053127], [-0.276985, -1.529646, -1.122051], [0.487100, 1.817118, -0.258445], [-0.995646, 1.948463, 0.236267], [-1.183059, -2.109099, -1.297479], [0.517567, -2.097234, -0.915269], [-0.292089, -0.738795, 2.225260], [1.289747, 2.260101, 0.406223], [-1.650953, 2.666849, -0.089125], [0.483651, 2.067066, -1.242356], [-1.117947, 1.887389, 1.246378], [-2.479342, 0.259935, 0.154256], [-1.595772, -1.744858, 1.514874], [-1.838840, 0.536808, -1.393101], [-0.153308, -1.175893, -2.152061], [3.104567, -1.354973, 0.581914], [0.134979, -2.287270, 1.180739], [4.734797, 0.853051, -0.410465]],
  "forces_ev_per_a": [[-1.303, 1.441, -0.451], [1.530, -0.792, 0.000], [-0.157, -0.162, 0.559], [-0.190, 1.275, -0.926], [1.232, 0.246, 0.451], [-0.444, -1.003, 2.290], [3.235, -0.071, -4.007], [0.329, -3.780, 0.446], [-4.295, 2.431, -2.430], [-0.751, -0.195, 4.292], [0.825, -3.493, -1.815], [-0.003, -0.424, 0.732], [2.612, -2.374, 0.925], [-0.089, -0.781, -1.609], [-1.225, 0.269, -1.108], [-0.628, 2.443, -1.200], [0.805, 1.128, -2.933], [0.358, 0.233, 3.038], [-2.700, -0.634, 1.877], [1.605, 0.904, -0.989], [0.462, 0.756, 1.776], [0.328, 0.745, 0.167], [0.846, -0.206, 0.219], [-1.347, 2.364, 0.190], [-1.036, -0.322, 0.507]],
  "nbo_charge": [-0.4456, -0.5329, 0.3978, 0.0734, -0.1696, -0.6594, -0.3828, 0.1212, -0.6210, -0.2134, -0.4005, 0.2409, 0.2132, 0.2261, 0.2434, 0.2459, 0.2219, 0.2170, 0.2375, 0.2534, 0.2147, 0.2183, 0.5223, 0.2384, 0.5397]
}

=====

Entry 4:
{
  "formula": "C6H14N3O2",
  "method": "ωB97M-V with the def2-TZVPD basis set",
  "orbital_gap_ev": 9.3,
  "smiles": "C=C/C(=[NH+]/ON(C)C)N(C)O",
  "e_homo_ev": -13.34,
  "lumo_energy_ev": -4.0118,
  "total_charge": 1,
  "elements": ["O", "O", "N", "N", "N", "C", "C", "C", "C", "C", "C", "H", "H", "H", "H", "H", "H", "H", "H", "H", "H", "H", "H", "H", "H"],
  "coordinates": [[-1.824733, -0.481786, 1.818423], [0.220872, -1.780462, 0.645938], [-0.336303, -1.147116, -0.439042], [1.725869, -1.337594, 0.835829], [-1.799195, 0.273218, 0.677655], [2.489265, -1.619056, -0.339038], [-1.117774, 0.851800, -1.547270], [1.758779, -0.000967, 1.340482], [-1.080437, -0.027271, -0.370681], [-0.020162, 1.270057, -2.165475], [-2.630661, 1.449975, 0.778183], [1.495512, 0.774371, 0.603285], [0.070905, -1.399934, -1.333979], [0.973131, 0.994887, -1.847015], [-1.255516, -1.277478, 1.723975], [-3.452260, 1.408379, 0.062546], [3.523069, -1.720652, -0.005245], [-0.071200, 1.944166, -3.003344], [-2.089871, 1.191591, -1.872051], [-2.048982, 2.356653, 0.613583], [2.183139, -2.585206, -0.737019], [-3.043917, 1.462166, 1.785628], [2.778685, 0.172146, 1.676759], [1.108720, 0.070287, 2.210276], [2.443064, -0.842175, -1.112402]],
  "forces_ev_per_a": [[-0.199, -0.317, 0.386], [1.923, 0.747, -0.220], [0.192, 0.211, -0.493], [-1.827, -1.155, 0.959], [0.658, -0.422, -0.429], [-0.112, -0.114, -0.334], [-0.191, 0.110, -0.212], [-0.348, 0.314, -0.057], [0.178, -0.242, 0.420], [0.006, -0.121, 0.147], [-0.429, 0.577, 0.239], [0.046, -0.038, 0.006], [-0.125, 0.069, 0.165], [0.112, -0.128, 0.105], [0.018, 0.436, -0.288], [0.045, -0.074, 0.046], [0.001, 0.062, -0.075], [-0.131, 0.068, -0.154], [-0.106, 0.014, -0.012], [0.027, -0.086, 0.031], [0.071, -0.017, -0.032], [0.086, -0.015, -0.115], [0.105, 0.068, -0.027], [0.021, 0.045, 0.014], [-0.018, 0.010, -0.070]],
  "nbo_charge": [-0.4969, -0.2786, -0.2938, -0.0946, -0.0122, -0.4692, -0.2977, -0.4575, 0.4314, -0.2557, -0.4411, 0.1654, 0.4124, 0.2027, 0.5154, 0.2330, 0.2581, 0.2377, 0.2486, 0.2365, 0.2376, 0.2676, 0.2525, 0.2305, 0.1681]
}

=====

Entry 5:
{
  "formula": "C6H14N3O4",
  "method": "ωB97M-V with the def2-TZVPD basis set",
  "orbital_gap_ev": [9.7, 9.7],
  "smiles": "CCN[N+]1=NOCO[C@H](OCC)O1",
  "e_homo_ev": [-14.07, -14.07],
  "lumo_energy_ev": [-4.4119, -4.4126],
  "total_charge": 1,
  "elements": ["O", "O", "O", "O", "N", "N", "N", "C", "C", "C", "C", "C", "C", "H", "H", "H", "H", "H", "H", "H", "H", "H", "H", "H", "H", "H", "H"],
  "coordinates": [[-1.643658, -1.763584, 1.000388], [-1.433842, 0.364780, 0.069337], [0.357042, -0.634320, 0.987050], [-0.473253, -2.970974, -0.736794], [1.038519, -1.250354, -0.081176], [2.244748, -0.784271, -0.331461], [0.624100, -2.161836, -0.835418], [-1.077875, -0.537398, 1.059866], [-1.622102, -2.254784, -0.339704], [-2.462893, 1.341954, 0.371334], [-3.006589, 1.800245, -0.983929], [2.774773, 0.337450, 0.459419], [4.022967, 0.986060, -0.108888], [-1.994569, 2.150334, 0.925581], [3.738909, 1.634037, -1.014029], [-2.616905, -2.877906, -0.319918], [-3.256563, 0.884480, 0.842875], [4.701023, 0.083514, -0.266131], [1.929361, 1.057920, 0.579364], [-1.103201, -0.114504, 2.161145], [-3.114485, 2.878261, -0.903378], [-3.952413, 1.180317, -1.252269], [2.756405, -1.425908, -0.859572], [-2.128369, 1.720633, -1.667204], [3.018459, -0.031641, 1.427705], [4.423861, 1.672641, 0.738216], [-1.743459, -1.285145, -0.922420]],
  "forces_ev_per_a": [[0.531, -0.413, -0.200], [0.234, -0.866, 0.815], [2.931, -0.591, -0.370], [0.234, 1.567, 1.643], [-3.746, -1.076, 0.287], [-0.750, 1.847, 1.144], [1.455, -0.579, -1.216], [-0.019, 2.066, 1.670], [-4.063, 1.098, 0.067], [1.088, 0.652, -1.822], [0.455, -0.557, 0.071], [-1.201, 1.214, 0.215], [-0.054, 0.271, 0.115], [-0.131, -0.008, 0.223], [0.981, -1.251, 1.132], [2.558, 0.533, -0.836], [-1.423, -0.973, 1.774], [-0.163, 1.787, -0.322], [0.787, -0.499, -0.163], [-0.462, -0.811, -2.144], [-0.957, 0.019, -0.229], [1.832, 1.455, 0.020], [1.172, -1.020, -0.906], [-1.044, -0.355, -0.077], [0.060, -0.377, 0.923], [-0.459, -1.265, -1.641], [0.156, -1.867, -0.171]],
  "nbo_charge": [-0.4970, -0.5616, -0.3465, -0.2631, 0.3957, -0.3373, 0.1003, 0.6113, 0.1183, -0.0685, -0.6368, -0.2355, -0.6236, 0.1912, 0.2394, 0.2479, 0.1888, 0.2231, 0.2274, 0.2225, 0.2372, 0.2330, 0.4293, 0.2283, 0.2099, 0.2553, 0.2112]
}

=====

Ordered E results: -400.93597 -400.60219 -551.28100 -551.32328 -701.72121; unit Ha.